1.
The following is a quantum chemistry calculation of C29H59ClP2Si3Sn as an isolated structure in a non-equilibrium geometry, from OMol25.

Geometry (Å):
Sn 1.24879 -0.50950 0.44599
C -2.12134 0.19836 1.23976
C -1.99334 1.52688 0.81835
C -2.35350 1.55212 -0.58422
Si -1.37409 2.88475 1.95770
C -2.69216 0.21029 -0.94628
C -2.55100 -0.62933 0.18948
Si -2.74513 -2.48837 0.41033
H -1.88894 -0.15661 2.27602
H -2.32926 2.41378 -1.22575
H -2.97470 -0.11496 -1.96393
Cl 2.92309 -0.45740 -1.25994
C -3.42648 -2.85246 2.12377
C -3.93662 -3.10154 -0.90579
C -2.00089 2.57296 3.70062
C -2.03501 4.52333 1.32231
H -4.89842 -2.67612 -0.60260
H -4.04821 -4.18938 -0.95168
H -3.70695 -2.73076 -1.90679
H -2.63091 -2.76872 2.87290
H -3.87613 -3.84939 2.21324
H -4.19716 -2.10860 2.35539
H -3.11457 4.43128 1.47387
H -1.85632 4.68198 0.25738
H -1.69146 5.40586 1.87085
H -3.04511 2.24446 3.64158
H -1.95912 3.46088 4.34517
H -1.41678 1.77784 4.17892
C -0.98146 -3.22125 0.34438
C 0.52528 2.71238 2.01166
P 0.15527 -2.74016 -1.01372
H -1.04671 -4.31360 0.33490
H -0.47516 -2.93992 1.28447
P 1.50047 2.54316 0.44294
H 0.73622 1.80732 2.60821
H 0.89496 3.56940 2.58614
C 3.20240 3.19238 0.87541
C 0.92764 4.03647 -0.53024
C -0.83456 -3.10690 -2.56664
C 1.42078 -4.12306 -1.04186
C 2.79122 -3.65718 -0.51774
H 1.48432 -4.30978 -2.12532
C 1.00916 -5.41291 -0.33689
H 0.84264 -5.26055 0.73670
H 1.82940 -6.12738 -0.45093
H 0.10856 -5.87714 -0.78192
H 3.34111 -3.15731 -1.32414
H 3.39350 -4.50409 -0.16907
H 2.68461 -2.96511 0.33430
H -1.71912 -2.46341 -2.45452
C -1.31789 -4.56459 -2.67445
C -0.09449 -2.68468 -3.83984
H -1.95619 -4.88494 -1.83220
H -0.49000 -5.28119 -2.79041
H -1.93292 -4.63962 -3.58684
H -0.32005 -1.63429 -4.04584
H -0.45174 -3.28040 -4.69320
H 0.99412 -2.80093 -3.76045
H -0.14153 3.80228 -0.65003
C 1.54351 4.05899 -1.94736
C 1.08943 5.38876 0.14832
H 0.54999 5.47120 1.09175
H 0.66396 6.13556 -0.53079
H 2.13636 5.66607 0.30621
H 0.91827 3.45282 -2.61560
H 2.58255 3.67925 -1.98721
H 1.53347 5.10044 -2.32646
C 4.18010 1.98997 0.88832
C 3.32524 3.87921 2.20846
H 3.46673 3.87125 0.05233
H 3.00018 3.19282 2.98883
H 2.79167 4.81933 2.28947
H 4.38981 4.08848 2.37799
H 3.74480 1.08710 1.38861
H 5.08290 2.30964 1.45310
H 4.50791 1.73128 -0.13469
C 0.17164 1.21442 -4.12214
H -0.65935 1.18854 -3.29434
H 0.96079 1.97237 -3.90015
H 0.49668 0.18927 -4.42259
C 5.32714 -0.56595 4.23388
Si 5.04840 -1.89300 2.95809
C 6.12027 -1.82365 1.44719
C 4.59934 -3.61348 3.50392
C 3.24277 -1.52718 2.51125
C 2.03745 -1.30584 2.26070
H 6.19738 -0.83693 4.85670
H 4.39235 -0.50943 4.82384
H 5.46480 0.41548 3.74729
H 7.09782 -2.16095 1.83576
H 5.78970 -2.46977 0.61558
H 6.16796 -0.78211 1.08946
H 3.64790 -3.47469 4.04632
H 4.39879 -4.23383 2.61806
H 5.43472 -3.96664 4.11894

Kohn-Sham gap (alpha / beta) = 4.32 / 6.39 eV
E_HOMO (alpha / beta) = -0.232 / -0.234 Eh
Spin multiplicity = 1
Energy relative to the best compared isomer or geometry (same formula, charge and spin) = 43.18 kcal per mole
LUMO level (alpha / beta) = -1.98 / 0.04 eV
Charge = 0

Atom charges from the Löwdin analysis, given in e for atoms 1 to 4: Sn 0.639; C -0.179; C -0.254; C -0.088



2.
The following is a quantum chemistry calculation of C29H59GaI2NO18 as an isolated structure in a non-equilibrium geometry, from OMol25.

Geometry (Å):
C -3.79595 -1.30204 -3.37573
N -3.71147 -2.66547 -3.89174
C -2.46497 -3.36489 -3.42815
Ga -2.95634 -4.49463 -1.78984
C -1.71761 -4.13735 -0.15999
I -0.30940 -2.51609 -0.15065
C -1.74227 -4.83922 0.92910
C -0.92827 -4.66942 2.16968
I -3.12425 -6.45603 1.11720
H -3.95019 -0.58089 -4.17443
H -4.66702 -1.22003 -2.73690
H -2.90830 -0.98179 -2.84140
H -3.60994 -2.59925 -4.89415
H -1.65245 -2.65364 -3.26335
H -2.16496 -4.00787 -4.24322
H -2.80174 -6.06065 -2.14980
H -4.49262 -4.26291 -1.37851
H 0.01537 -4.18742 1.99309
H -1.52370 -4.16022 2.91551
H -0.73048 -5.65140 2.57686
C 3.60547 -2.65738 -1.79369
C 3.43428 -2.24524 -0.34860
O 4.55636 -2.66042 0.46099
C 5.65358 -1.93114 0.35265
O 5.80275 -0.95014 -0.33766
O 6.59369 -2.46522 1.13741
C 7.86484 -1.81883 1.05830
H 3.78817 -3.73049 -1.86341
H 2.70743 -2.41597 -2.36101
H 4.45268 -2.14833 -2.25410
H 2.56275 -2.74221 0.07203
H 3.28043 -1.17059 -0.25171
H 7.77573 -0.75032 1.24192
H 8.31641 -1.99647 0.08257
H 8.49644 -2.25755 1.82601
C 11.36054 -1.44461 6.57559
C 12.07321 -0.48630 5.64505
O 12.94146 -1.17515 4.73232
C 12.33585 -1.77540 3.70894
O 11.15374 -1.77439 3.48161
O 13.26836 -2.38906 2.97757
C 12.75154 -3.14502 1.87995
H 12.08126 -2.07954 7.09269
H 10.78069 -0.89366 7.31579
H 10.68349 -2.09636 6.02567
H 12.71991 0.17581 6.21753
H 11.36919 0.13564 5.09306
H 12.11018 -2.53324 1.24984
H 12.20348 -4.01214 2.24505
H 13.60671 -3.48079 1.30081
C -8.82973 -2.03746 -2.40844
C -7.84446 -1.08109 -3.04225
O -8.50705 -0.14032 -3.91831
C -9.12049 0.84579 -3.27897
O -9.12530 1.00315 -2.08527
O -9.72226 1.63758 -4.17765
C -10.47731 2.70128 -3.60191
H -9.42154 -2.53829 -3.17670
H -8.29916 -2.78777 -1.82351
H -9.52223 -1.51273 -1.75051
H -7.14687 -1.63927 -3.66286
H -7.26208 -0.54792 -2.29235
H -9.87071 3.28711 -2.91455
H -11.35238 2.30732 -3.08634
H -10.80212 3.33558 -4.42245
C -6.56395 1.21656 0.19518
C -5.07177 0.97646 0.10877
O -4.54405 0.37970 1.30226
C -4.79368 -0.92808 1.41574
O -5.39479 -1.60423 0.62611
O -4.24597 -1.36393 2.55478
C -4.48607 -2.74971 2.81348
H -6.81047 1.81154 1.07699
H -6.91427 1.74153 -0.69264
H -7.11135 0.27840 0.27212
H -4.54917 1.92541 -0.00249
H -4.81677 0.35866 -0.75274
H -4.18015 -3.36534 1.96990
H -5.53998 -2.91382 3.03534
H -3.89158 -3.01338 3.68420
C -8.44588 8.04491 1.58318
C -6.95883 7.77208 1.49900
O -6.45672 7.17875 2.70390
C -6.72480 5.87990 2.85533
O -7.32242 5.18272 2.07829
O -6.21876 5.48646 4.02472
C -6.49154 4.12049 4.35304
H -8.67299 8.64683 2.46431
H -8.78492 8.57778 0.69470
H -9.01095 7.11757 1.66380
H -6.41515 8.70839 1.38711
H -6.71430 7.14367 0.64305
H -6.17560 3.45386 3.55416
H -7.55304 3.98789 4.55641
H -5.92415 3.89533 5.25113
C 5.98241 2.64583 -1.36490
C 6.88421 1.51284 -1.80509
O 7.14814 1.56896 -3.22330
C 8.03346 2.47484 -3.61337
O 8.65140 3.23099 -2.90641
O 8.13820 2.40615 -4.94732
C 9.01000 3.37962 -5.51776
H 5.06435 2.65116 -1.95409
H 5.72443 2.53318 -0.31218
H 6.46499 3.61414 -1.49955
H 6.39108 0.56080 -1.62586
H 7.82279 1.50840 -1.25045
H 9.99299 3.34779 -5.05279
H 8.58036 4.37563 -5.41825
H 9.10492 3.13603 -6.57244

Kohn-Sham gap = 6.16 eV
E_HOMO = -0.162 Eh
Spin multiplicity = 1
Energy relative to the best compared isomer or geometry (same formula, charge and spin) = 0.00 kcal per mole
LUMO level = 1.75 eV
Charge = -1

Atom charges from the Löwdin analysis, given in e for atoms 1 to 4: C -0.169; N -0.210; C -0.362; Ga 0.204